1.
A structure of composition C67H58Br4N2O4S4Ti in a non-equilibrium geometry. Source: the OMol25 dataset; level of theory: the ωB97M-V functional and the def2-TZVPD basis.

Summary:
Gap between HOMO and LUMO (spin up / spin down) = 3.53 / 3.53 eV
Charge = -2
LUMO energy (spin up / spin down) = 3.6 / 3.6 eV
HOMO energy (spin up / spin down) = 0.06 / 0.06 eV

Structure (XYZ):
```
140
Properties=species:S:1:pos:R:3:lowdin_charge:R:1
Ti 0.187 0.105 -0.016 1.1654
C -0.318 2.989 -3.950 -0.0771
C 0.433 3.824 -2.977 -0.2324
C 0.425 5.192 -3.166 -0.0958
C 1.039 6.050 -2.279 -0.1321
C 1.644 5.521 -1.154 -0.0928
C 1.683 4.161 -0.928 -0.2260
C 2.348 3.619 0.294 -0.0455
C 1.092 3.269 -1.857 -0.2331
N 1.143 1.906 -1.668 0.0758
C 1.647 1.198 -2.635 -0.3931
C 2.574 1.819 -3.648 -0.0416
C 1.433 -0.198 -2.741 -0.3605
C 1.800 -0.820 -4.044 -0.0510
N 0.888 -0.906 -1.774 -0.0075
C 0.920 -2.276 -2.010 -0.2843
C 2.144 -2.964 -1.989 -0.2707
C 3.372 -2.302 -1.495 -0.0217
C 2.185 -4.287 -2.347 -0.0906
C 1.038 -4.956 -2.741 -0.1242
C -0.186 -4.312 -2.682 -0.0982
C -0.265 -2.982 -2.307 -0.2460
C -1.584 -2.278 -2.271 -0.0335
H 0.163 3.011 -4.943 0.0836
H -1.338 3.389 -4.065 0.0637
H -0.379 1.950 -3.600 0.0294
H -0.089 5.590 -4.044 0.1093
H 1.030 7.127 -2.451 0.0857
H 2.101 6.193 -0.425 0.1020
H 2.464 4.406 1.053 0.0795
H 3.347 3.217 0.054 0.0862
H 1.752 2.807 0.688 0.0351
H 2.858 2.839 -3.325 0.0908
H 2.121 1.895 -4.651 0.0672
H 3.493 1.210 -3.733 0.0740
H 2.888 -1.017 -4.114 0.0736
H 1.521 -0.148 -4.875 0.0736
H 1.264 -1.777 -4.182 0.0876
H 4.190 -3.041 -1.404 0.0842
H 3.160 -1.869 -0.505 0.0695
H 3.707 -1.472 -2.151 0.0855
H 3.150 -4.815 -2.319 0.1103
H 1.098 -6.008 -3.060 0.0960
H -1.103 -4.854 -2.952 0.1128
H -2.408 -3.019 -2.117 0.0717
H -1.757 -1.737 -3.220 0.0433
H -1.589 -1.522 -1.468 0.0585
Br -1.404 2.522 6.288 0.6523
C -1.331 1.440 4.736 -0.7706
C -1.780 0.132 4.783 -0.7733
Br -2.551 -0.539 6.381 0.6412
C -1.655 -0.695 3.663 -0.6085
Br -2.271 -2.494 3.782 0.7435
C -1.061 -0.231 2.458 -0.3674
O -0.872 -0.898 1.349 -0.1988
C -0.645 1.160 2.418 -0.3934
O -0.142 1.555 1.287 -0.2708
C -0.789 1.951 3.562 -0.6123
Br -0.182 3.749 3.520 0.7366
O 0.865 -2.525 0.569 -0.4903
S 0.503 -3.950 0.323 1.0348
C -1.270 -4.128 0.861 -0.2654
C -2.003 -5.033 -0.033 -0.2988
C -3.218 -4.691 -0.615 -0.0546
C -3.880 -5.585 -1.456 -0.0857
C -3.329 -6.833 -1.723 -0.1168
C -2.111 -7.167 -1.158 -0.0986
C -1.453 -6.269 -0.326 -0.0663
C 1.217 -4.862 1.798 -0.2569
C 2.662 -5.046 1.612 -0.2941
C 3.124 -6.144 0.880 -0.0579
C 4.477 -6.313 0.639 -0.1082
C 5.400 -5.389 1.102 -0.1072
C 4.951 -4.281 1.810 -0.0751
C 3.599 -4.111 2.061 -0.0188
H -1.663 -3.098 0.844 0.0687
H -1.264 -4.516 1.902 0.0688
H -3.657 -3.714 -0.390 0.1089
H -4.836 -5.301 -1.920 0.1067
H -3.856 -7.544 -2.375 0.0981
H -1.653 -8.149 -1.374 0.1051
H -0.479 -6.531 0.107 0.0997
H 0.669 -5.842 1.828 0.0964
H 0.971 -4.222 2.693 0.1164
H 2.396 -6.879 0.496 0.1166
H 4.821 -7.183 0.062 0.1007
H 6.468 -5.522 0.893 0.0994
H 5.668 -3.525 2.147 0.1077
H 3.255 -3.240 2.602 0.0937
C 7.346 1.059 0.936 -0.1333
C 6.548 0.429 1.879 -0.0998
C 5.202 0.182 1.628 -0.0250
C 4.612 0.583 0.429 -0.2088
C 5.442 1.182 -0.521 -0.0426
C 6.784 1.421 -0.278 -0.1104
C 3.215 0.409 0.101 -0.1450
C 2.156 0.135 0.876 -0.1460
C 2.305 0.117 2.342 -0.2501
C 2.673 1.291 3.013 -0.0587
C 2.673 1.363 4.393 -0.1014
C 2.340 0.263 5.162 -0.1161
C 2.021 -0.925 4.525 -0.0898
C 1.996 -0.997 3.136 -0.0575
H 8.398 1.263 1.144 0.0869
H 6.982 0.122 2.834 0.0946
H 4.598 -0.336 2.374 0.1081
H 5.011 1.478 -1.482 0.1111
H 7.400 1.900 -1.041 0.0939
H 3.019 0.555 -0.969 0.0750
H 2.957 2.168 2.421 0.1132
H 2.936 2.304 4.887 0.1021
H 2.334 0.327 6.256 0.0963
H 1.771 -1.814 5.126 0.1049
H 1.716 -1.927 2.639 0.0763
O -1.315 0.674 -0.971 -0.2888
C -2.469 1.407 -0.900 -0.5679
C -3.339 1.109 0.314 -0.4277
C -3.845 1.952 1.259 -0.1299
C -4.709 1.307 2.175 -0.1838
C -4.862 -0.024 1.913 -0.4055
S -3.944 -0.510 0.529 1.0563
C -2.207 2.911 -0.929 -0.3800
C -2.626 3.815 -1.870 -0.1359
C -2.282 5.147 -1.550 -0.1958
C -1.618 5.240 -0.365 -0.3771
S -1.366 3.707 0.358 1.0807
C -3.334 1.115 -2.112 -0.4494
C -4.671 1.330 -2.277 -0.1413
C -5.102 1.103 -3.606 -0.1990
C -4.073 0.730 -4.429 -0.4008
S -2.569 0.649 -3.591 1.1121
H -3.621 3.016 1.309 0.0927
H -5.200 1.824 3.001 0.1012
H -5.452 -0.762 2.456 0.0613
H -3.189 3.555 -2.760 0.1075
H -2.517 5.996 -2.187 0.0991
H -1.219 6.122 0.118 0.0674
H -5.318 1.660 -1.465 0.1232
H -6.131 1.219 -3.942 0.0896
H -4.106 0.488 -5.487 0.0521
```

2.
A structure of composition C67H59Br2N5O4P2SiSr in a non-equilibrium geometry. Source: the OMol25 dataset; level of theory: the ωB97M-V functional and the def2-TZVPD basis.

Summary:
Energy above the lowest of the compared OMol25 structures with the same formula, charge and spin = 34.5 kcal/mol
Gap between HOMO and LUMO = 5.61 eV
LUMO energy = -0.2 eV
HOMO energy = -5.78 eV

Structure (XYZ):
```
141
Properties=species:S:1:pos:R:3:lowdin_charge:R:1
Sr -0.550 0.463 -0.638 1.1547
C 3.381 0.558 -1.722 -0.2521
Si 2.250 0.665 -0.156 0.5304
C 2.565 2.451 0.491 -0.3248
C 3.566 3.241 -0.087 -0.1145
C 3.788 4.555 0.294 -0.0935
C 3.004 5.120 1.287 -0.1088
C 2.013 4.360 1.883 -0.1225
C 1.772 3.045 1.487 -0.3984
P 0.548 2.002 2.391 1.1165
C 1.242 2.230 4.076 -0.3655
C 0.432 2.345 5.204 -0.1034
C 0.989 2.417 6.473 -0.1004
C 2.364 2.352 6.637 -0.1030
C 3.180 2.201 5.523 -0.0796
C 2.625 2.136 4.256 -0.0967
C -1.016 2.977 2.552 -0.3515
C -1.148 4.281 3.029 -0.0814
C -2.394 4.881 3.135 -0.0718
C -3.542 4.180 2.795 -0.0801
C -3.432 2.871 2.357 -0.0853
C -2.182 2.281 2.237 -0.1215
C 3.404 -0.418 0.990 -0.3011
C 4.690 0.081 1.235 -0.1105
C 5.667 -0.652 1.886 -0.0852
C 5.386 -1.947 2.297 -0.0909
C 4.119 -2.466 2.097 -0.0928
C 3.123 -1.710 1.471 -0.3793
P 1.396 -2.343 1.354 1.0918
C 0.766 -1.961 3.041 -0.3611
C -0.440 -2.556 3.422 -0.1316
C -0.980 -2.334 4.677 -0.0888
C -0.316 -1.512 5.579 -0.0792
C 0.873 -0.906 5.207 -0.0744
C 1.404 -1.117 3.940 -0.0819
C 1.629 -4.180 1.550 -0.3515
C 1.837 -4.816 2.776 -0.1008
C 2.020 -6.189 2.847 -0.0792
C 1.979 -6.963 1.696 -0.0934
C 1.754 -6.351 0.474 -0.0899
C 1.581 -4.975 0.404 -0.1034
H 2.976 1.170 -2.535 0.0185
H 3.410 -0.476 -2.071 0.0010
H 4.418 0.863 -1.547 0.0112
H 4.186 2.821 -0.870 0.0810
H 4.575 5.132 -0.177 0.0999
H 3.164 6.146 1.597 0.1010
H 1.430 4.812 2.672 0.0821
H -0.644 2.389 5.088 0.1047
H 0.345 2.521 7.338 0.1016
H 2.799 2.423 7.626 0.0985
H 4.254 2.132 5.644 0.1036
H 3.269 2.022 3.391 0.1053
H -0.281 4.848 3.337 0.0897
H -2.470 5.901 3.488 0.1042
H -4.514 4.649 2.882 0.1038
H -4.325 2.310 2.103 0.1007
H -2.107 1.249 1.914 0.0585
H 4.927 1.088 0.905 0.0906
H 6.646 -0.223 2.061 0.0996
H 6.147 -2.545 2.783 0.0986
H 3.920 -3.477 2.423 0.0869
H -0.939 -3.225 2.728 0.0967
H -1.913 -2.808 4.958 0.1002
H -0.727 -1.346 6.567 0.1012
H 1.395 -0.264 5.904 0.0946
H 2.322 -0.617 3.661 0.0971
H 1.856 -4.233 3.687 0.1092
H 2.199 -6.655 3.808 0.1037
H 2.125 -8.034 1.751 0.1001
H 1.707 -6.943 -0.433 0.1001
H 1.400 -4.519 -0.561 0.0655
C -4.824 -0.277 -0.960 -0.0267
C -4.598 1.208 -0.976 -0.3252
C -5.709 2.079 -1.020 -0.0217
C -5.506 3.425 -1.101 -0.0296
C -4.193 3.940 -1.118 -0.2006
C -3.878 5.307 -1.223 -0.6282
Br -5.256 6.619 -1.368 0.7364
C -2.575 5.728 -1.238 -0.1786
C -1.547 4.800 -1.103 -0.5842
Br 0.252 5.398 -1.165 0.8182
C -1.753 3.424 -0.934 -0.4690
O -0.804 2.586 -0.751 -0.4142
C -3.134 2.997 -1.005 -0.1565
N -3.365 1.658 -0.962 0.1560
H -5.596 -0.544 -0.235 0.0789
H -3.899 -0.796 -0.729 0.0419
H -5.168 -0.609 -1.943 0.0893
H -6.712 1.671 -0.999 0.1121
H -6.345 4.106 -1.147 0.0764
H -2.340 6.776 -1.352 0.0940
C -3.801 -1.210 2.589 0.0267
C -2.780 -1.658 1.571 -0.5539
O -1.778 -1.019 1.295 -0.0800
N -3.043 -2.817 0.928 0.0897
C -2.069 -3.393 0.012 -0.1132
C -2.334 -3.039 -1.430 -0.2616
C -3.088 -3.855 -2.266 -0.0180
C -3.295 -3.455 -3.577 -0.0581
C -2.748 -2.256 -4.006 -0.0346
C -2.010 -1.506 -3.102 -0.1437
N -1.806 -1.886 -1.844 0.0783
H -3.333 -0.507 3.274 0.0873
H -4.205 -2.053 3.149 0.0849
H -4.620 -0.701 2.076 0.0793
H -3.924 -3.282 1.061 0.1470
H -2.038 -4.473 0.158 0.1313
H -1.109 -2.954 0.281 0.0725
H -3.497 -4.789 -1.900 0.1119
H -3.865 -4.074 -4.258 0.1078
H -2.894 -1.907 -5.019 0.1075
H -1.556 -0.564 -3.389 0.0578
O 3.444 -3.515 -6.384 -0.0546
C 3.302 -4.035 -5.077 -0.2087
C 2.433 -3.125 -4.254 -0.1738
C 2.332 -3.306 -2.880 0.0008
C 1.505 -2.453 -2.172 -0.1480
N 0.798 -1.483 -2.731 0.0949
C 0.922 -1.273 -4.039 -0.1982
C 1.727 -2.085 -4.836 0.0607
C 0.222 -0.075 -4.574 -0.2089
C 0.219 0.247 -5.927 0.0575
C -0.376 1.430 -6.350 -0.1814
C -0.409 1.772 -7.819 -0.2081
O -1.038 0.762 -8.595 -0.0493
C -0.948 2.258 -5.397 0.0140
C -0.915 1.855 -4.069 -0.0792
N -0.362 0.718 -3.670 0.0513
H 4.042 -4.077 -6.882 0.0921
H 4.274 -4.137 -4.581 0.1302
H 2.839 -5.030 -5.103 0.1308
H 2.894 -4.080 -2.370 0.1179
H 1.428 -2.522 -1.094 0.0241
H 1.841 -1.921 -5.897 0.1085
H 0.673 -0.402 -6.663 0.1217
H 0.609 1.841 -8.204 0.1301
H -0.895 2.741 -7.964 0.1194
H -1.965 0.713 -8.343 0.0913
H -1.403 3.199 -5.677 0.1184
H -1.350 2.475 -3.291 0.1055
```

3.
A structure of composition C67H60CrGe2IN4O2S5 in a non-equilibrium geometry. Source: the OMol25 dataset; level of theory: the ωB97M-V functional and the def2-TZVPD basis.

Summary:
Gap between HOMO and LUMO (spin up / spin down) = 4.17 / 4.09 eV
Charge = -1
Multiplicity = 5
LUMO energy (spin up / spin down) = 0.2 / 0.1 eV
HOMO energy (spin up / spin down) = -3.94 / -3.95 eV

Structure (XYZ):
```
142
Properties=species:S:1:pos:R:3:mulliken_spin:R:1
Cr 0.149 -1.112 -0.326 3.7594
S 6.570 -4.424 0.522 -0.0029
N 6.190 -2.838 0.481 0.0011
C 4.905 -2.725 0.170 -0.0054
C 4.185 -1.505 0.003 0.0091
C 4.734 -0.226 0.102 0.0325
C 3.925 0.860 -0.186 -0.0006
C 2.589 0.662 -0.513 0.0749
N 2.010 -0.536 -0.494 0.0064
C 2.805 -1.622 -0.296 0.0581
C 2.176 -2.865 -0.511 0.0633
N 0.855 -2.799 -0.888 -0.0726
C 0.306 -3.945 -1.322 0.1134
C 0.953 -5.166 -1.296 -0.0289
C 2.252 -5.261 -0.809 0.0782
C 2.896 -4.081 -0.441 -0.0532
C 4.267 -3.994 -0.039 -0.0120
N 5.098 -5.014 0.129 -0.0062
H 5.772 -0.113 0.370 0.0007
H 4.306 1.866 -0.133 0.0003
H 1.949 1.499 -0.747 -0.0201
H -0.707 -3.866 -1.691 0.0036
H 0.436 -6.042 -1.655 -0.0016
H 2.780 -6.198 -0.748 0.0018
C -4.483 1.816 -5.943 0.0000
C -4.851 2.469 -4.643 0.0004
C -6.028 2.142 -3.986 0.0003
C -6.338 2.687 -2.752 -0.0040
C -7.620 2.310 -2.076 0.0026
C -5.442 3.576 -2.155 0.0016
C -4.299 3.988 -2.841 0.0002
C -3.372 5.042 -2.318 0.0002
C -4.014 3.412 -4.070 0.0001
C -5.767 4.144 -0.828 -0.0034
C -6.509 5.319 -0.781 0.0004
C -6.827 5.902 0.430 -0.0002
C -6.410 5.300 1.603 -0.0002
C -5.678 4.118 1.570 0.0012
C -5.354 3.531 0.351 0.0006
Ge -4.040 1.982 0.188 0.0173
S -2.101 2.704 -0.304 -0.0081
S -4.853 0.320 -1.237 -0.0104
Ge -3.873 -1.085 0.218 0.0496
S -1.986 -1.888 -0.648 0.1827
S -3.838 0.410 1.924 0.0022
C -4.975 -2.732 0.708 0.0038
C -6.293 -2.901 0.285 -0.0040
C -7.068 -3.926 0.827 0.0002
C -6.548 -4.802 1.759 -0.0004
C -5.218 -4.690 2.110 -0.0017
C -4.431 -3.671 1.585 -0.0112
C -2.999 -3.718 1.955 0.0372
C -2.531 -3.083 3.103 -0.0145
C -3.468 -2.298 3.972 0.0012
C -1.207 -3.275 3.484 0.0126
C -0.349 -4.081 2.752 0.0320
C 1.080 -4.285 3.170 -0.0291
C -0.847 -4.728 1.628 0.0193
C -2.159 -4.561 1.220 -0.0233
C -2.688 -5.306 0.030 0.0107
C -6.956 -2.139 -0.802 0.0029
C -7.991 -1.253 -0.506 0.0004
C -8.232 -0.826 0.912 -0.0006
C -8.772 -0.747 -1.535 0.0006
C -8.524 -1.081 -2.856 0.0005
C -9.374 -0.538 -3.967 -0.0001
C -7.456 -1.921 -3.139 -0.0006
C -6.674 -2.464 -2.132 -0.0008
C -5.541 -3.382 -2.474 0.0016
C -5.241 3.495 2.838 -0.0007
C -6.071 2.594 3.501 -0.0001
C -7.459 2.309 3.008 0.0001
C -5.618 1.971 4.652 0.0002
C -4.363 2.242 5.172 -0.0001
C -3.866 1.509 6.380 -0.0002
C -3.578 3.193 4.538 -0.0002
C -3.999 3.827 3.380 0.0002
C -3.125 4.850 2.723 0.0003
H -5.367 1.432 -6.452 0.0000
H -3.811 0.980 -5.746 0.0000
H -3.967 2.518 -6.600 0.0000
H -6.712 1.436 -4.436 -0.0001
H -8.368 2.036 -2.816 0.0002
H -8.005 3.122 -1.463 -0.0002
H -7.449 1.447 -1.435 -0.0020
H -3.769 5.524 -1.430 -0.0004
H -3.193 5.794 -3.084 0.0001
H -2.418 4.589 -2.054 -0.0002
H -3.109 3.708 -4.585 0.0000
H -6.818 5.777 -1.713 0.0000
H -7.387 6.827 0.459 0.0000
H -6.640 5.748 2.561 0.0000
H -8.091 -4.039 0.492 0.0000
H -7.166 -5.578 2.190 -0.0001
H -4.767 -5.392 2.798 0.0001
H -4.340 -1.977 3.407 0.0008
H -2.983 -1.414 4.379 0.0007
H -3.804 -2.923 4.803 0.0000
H -0.847 -2.812 4.392 -0.0004
H 1.238 -3.964 4.198 0.0000
H 1.751 -3.712 2.527 0.0096
H 1.363 -5.333 3.084 0.0003
H -0.201 -5.393 1.073 -0.0006
H -1.908 -5.916 -0.418 0.0020
H -3.055 -4.601 -0.714 -0.0038
H -3.519 -5.950 0.316 -0.0003
H -7.280 -0.658 1.416 0.0000
H -8.772 -1.592 1.471 0.0000
H -8.813 0.092 0.937 0.0000
H -9.590 -0.079 -1.296 -0.0001
H -10.107 0.167 -3.582 0.0000
H -9.899 -1.346 -4.478 0.0000
H -8.755 -0.027 -4.704 0.0000
H -7.237 -2.171 -4.168 0.0000
H -5.561 -3.633 -3.533 -0.0002
H -5.594 -4.301 -1.890 0.0002
H -4.592 -2.890 -2.250 0.0008
H -7.547 2.508 1.943 0.0000
H -8.175 2.946 3.534 0.0000
H -7.724 1.272 3.204 0.0000
H -6.254 1.250 5.147 0.0000
H -4.693 1.188 7.011 0.0000
H -3.194 2.134 6.965 0.0000
H -3.322 0.616 6.065 0.0000
H -2.607 3.444 4.939 0.0001
H -2.422 5.269 3.440 0.0000
H -3.718 5.658 2.293 0.0000
H -2.556 4.391 1.912 0.0004
I -0.172 1.121 7.612 0.0001
C -0.256 1.210 5.497 0.0012
C -0.368 0.036 4.779 0.0085
C -0.338 0.086 3.398 -0.0608
C -0.172 1.307 2.758 0.0058
C -0.105 2.483 3.497 -0.0051
C -0.156 2.440 4.875 -0.0002
C 0.140 1.376 1.292 -0.0015
O 0.838 2.297 0.892 0.0116
O -0.246 0.385 0.573 -0.3315
H -0.456 -0.908 5.297 -0.0012
H -0.412 -0.824 2.810 0.0977
H 0.014 3.416 2.968 -0.0003
H -0.084 3.346 5.458 0.0001
```

| no. | electronic energy (eV) |
| --- | --- |
| 1 | -428219.1983 |
| 2 | -253457.4546 |
| 3 | -284249.9294 |